(1)
Entry from the Open Molecules 2025 dataset: one molecule with the formula C2H6BNO in a non-equilibrium geometry (the ωB97M-V functional and the def2-TZVPD basis).

Frontier orbital gap (alpha / beta)   7.822 / 8.400 eV
2S+1   3
LUMO energy (alpha / beta)   0.72 / -1.01 eV
M   70.888 u
HOMO (alpha / beta)   -0.261 / -0.346 Ha
E_tot   -6379.2637 eV
Energy above the lowest of the compared OMol25 structures with the same formula, charge and spin   8.9 kcal/mol

Positions of all 11 atoms, in Å:
B -0.66446 -1.04067 -0.00177
C -1.34260 0.29256 0.01963
C 1.09414 1.16641 0.00476
N 0.67177 -1.14628 0.10434
O 1.60254 -0.09506 0.10842
H -1.07644 -2.12720 0.22238
H -1.28500 1.01569 -0.88422
H -1.95771 0.71117 0.72647
H 0.71281 1.46990 -1.00318
H 1.01559 1.74195 0.94464
H 1.22936 -1.98847 -0.24147


(2)
Entry from the Open Molecules 2025 dataset: C2H6BNO3 as an isolated structure in a non-equilibrium geometry (the ωB97M-V functional and the def2-TZVPD basis).

Frontier orbital gap   9.704 eV
LUMO energy   0.45 eV
M   102.886 u
HOMO   -0.340 Ha
E_tot   -10481.5541 eV
Energy above the lowest of the compared OMol25 structures with the same formula, charge and spin   25.3 kcal/mol

Positions of all 13 atoms, in Å:
B 0.97149 1.03650 -0.55505
C -0.49076 -0.62834 1.54002
C -1.42300 -1.06554 0.49540
N 0.92881 0.47318 0.71444
O -0.25735 -0.82013 2.67594
O -0.18370 0.89035 -1.24024
O 2.18419 1.72475 -0.84470
H -1.28038 -2.19061 0.39944
H -2.31152 -0.77796 0.82748
H -1.23119 -0.47391 -0.39909
H 1.50682 0.52774 1.49176
H -0.08733 1.16177 -2.13931
H 2.69617 1.60573 0.07033


(3)
Entry from the Open Molecules 2025 dataset: C2H6BeFNO3S as an isolated structure in a non-equilibrium geometry (the ωB97M-V functional and the def2-TZVPD basis).

Frontier orbital gap   7.952 eV
LUMO energy   -12.89 eV
M   152.151 u
HOMO   -0.766 Ha
Charge   +2
E_tot   -23733.3955 eV
Energy above the lowest of the compared OMol25 structures with the same formula, charge and spin   24.8 kcal/mol

Positions of all 15 atoms, in Å:
C -2.15296 -0.55447 -0.73062
C -0.67893 -0.04290 -0.74732
O -0.40770 0.60858 0.36436
N 0.83268 1.22121 0.10270
S 1.88594 0.34661 1.13079
O 2.85488 1.16672 1.68033
O 2.36505 -0.80282 0.34893
F 0.94970 -0.10949 2.29493
H -2.23361 -1.61703 -0.98183
H -2.51652 -0.44836 0.30232
H -2.75848 0.09180 -1.37699
H -0.54193 0.55933 -1.65766
H 0.06443 -0.98031 -0.78843
H 0.75147 2.16871 0.50391
Be 1.62348 -1.79432 -0.79094


(4)
Entry from the Open Molecules 2025 dataset: a 2-piece molecular cluster, C2H6BrOP overall in a non-equilibrium geometry (the ωB97M-V functional and the def2-TZVPD basis).

Frontier orbital gap (alpha / beta)   8.264 / 7.265 eV
LUMO energy (alpha / beta)   0.48 / -0.49 eV
M   156.947 u
HOMO (alpha / beta)   -0.286 / -0.285 Ha
E_tot   -83546.3283 eV
Energy above the lowest of the compared OMol25 structures with the same formula, charge and spin   117.2 kcal/mol

Positions of all 11 atoms, in Å:
C 1.63476 -0.22207 1.39844
C -1.81516 -0.49745 -1.18104
O 1.88127 -0.13312 0.11068
P 1.50363 1.17955 -0.74885
Br -1.59906 0.34528 0.61159
H 1.47757 0.60091 2.09914
H 1.39954 -1.08875 1.91427
H -0.96827 -0.16646 -1.78113
H -1.53773 -1.60997 -1.02255
H 0.77325 1.97119 0.24871
H -2.74980 -0.37913 -1.64926


(5)
Entry from the Open Molecules 2025 dataset: a 2-piece molecular cluster, C2H6Cl2NPS overall in a non-equilibrium geometry (the ωB97M-V functional and the def2-TZVPD basis).

Frontier orbital gap   9.948 eV
LUMO energy   0.34 eV
M   178.024 u
HOMO   -0.353 Ha
SMILES   [H]/N=C\C.SP(Cl)Cl
E_tot   -48830.9467 eV
Energy above the lowest of the compared OMol25 structures with the same formula, charge and spin   21.3 kcal/mol

Positions of all 13 atoms, in Å:
H -1.36798 -1.61964 -0.23966
N -1.18830 -0.95064 -1.01143
C -1.52281 0.21496 -0.64614
C -2.29992 0.62765 0.52029
H -1.46807 1.09827 -1.23410
H -1.73262 1.49141 0.97086
H -3.35225 0.92126 0.31202
H -2.45056 -0.23545 1.24994
S 2.59959 -1.17339 1.08784
P 2.79720 -0.14923 -0.73127
Cl 4.28393 -1.33058 -1.56970
Cl 4.05636 1.47993 -0.32035
H 1.64544 -0.37455 1.61171


(6)
Entry from the Open Molecules 2025 dataset: C2H6Cl2OSi as an isolated structure in a non-equilibrium geometry (the ωB97M-V functional and the def2-TZVPD basis).

Frontier orbital gap   10.594 eV
LUMO energy   0.66 eV
M   145.061 u
HOMO   -0.365 Ha
E_tot   -37139.6170 eV
Energy above the lowest of the compared OMol25 structures with the same formula, charge and spin   135.8 kcal/mol

Positions of all 12 atoms, in Å:
C 0.74674 0.49263 -0.83698
C -2.82197 0.36568 0.15811
O -1.37249 0.06775 1.25118
Si 0.04769 -0.49581 0.65611
Cl -2.73827 -0.70744 -1.09587
Cl -2.61457 1.98931 -0.16350
H -0.27485 0.70196 -1.37823
H 1.27318 1.43549 -0.59326
H 1.44107 -0.21894 -1.52650
H -3.62707 0.25488 0.84399
H 0.58330 -0.56125 1.94373
H -0.43544 -1.91895 0.16179


(7)
Entry from the Open Molecules 2025 dataset: a 2-piece molecular cluster, C2H6Cl2OSi overall in a non-equilibrium geometry (the ωB97M-V functional and the def2-TZVPD basis).

Frontier orbital gap   6.286 eV
LUMO energy   -1.56 eV
M   145.061 u
HOMO   -0.288 Ha
E_tot   -37138.3126 eV
Energy above the lowest of the compared OMol25 structures with the same formula, charge and spin   165.9 kcal/mol

Positions of all 12 atoms, in Å:
C 1.47594 1.93171 0.39891
C -1.61508 -0.81042 -0.75353
O 0.31125 1.34912 0.15496
Si -0.18066 -1.58075 0.11911
Cl -2.76649 -2.13955 -1.07518
Cl -0.53589 -2.15648 1.95798
H 1.68876 2.13383 1.45267
H 1.77801 2.94473 -0.19079
H 2.27399 1.26132 0.05272
H -1.25969 -0.41596 -1.66945
H -2.04787 -0.00368 -0.02378
H 0.87774 -2.51387 -0.42363


(8)
Entry from the Open Molecules 2025 dataset: C2H6ClFN as an isolated structure in a non-equilibrium geometry (the ωB97M-V functional and the def2-TZVPD basis).

Frontier orbital gap   8.484 eV
LUMO energy   4.18 eV
M   98.528 u
HOMO   -0.158 Ha
Charge   -1
E_tot   -18902.2564 eV
Energy above the lowest of the compared OMol25 structures with the same formula, charge and spin   20.9 kcal/mol

Positions of all 11 atoms, in Å:
C -0.73802 0.50630 -0.50759
H -0.67141 -1.50528 0.17446
Cl 0.54280 2.69284 0.42350
C -0.11039 -0.57175 0.34862
H -0.06417 0.75412 -1.34104
H -1.58886 0.94745 0.06200
H -0.31199 -0.30317 1.40382
N 1.29780 -0.78655 0.05510
H 1.67233 -1.53000 0.63588
H 1.80431 0.06621 0.31344
F -1.83241 -0.27018 -1.56819


(9)
Entry from the Open Molecules 2025 dataset: one molecule with the formula C2H6ClN in a non-equilibrium geometry (the ωB97M-V functional and the def2-TZVPD basis).

Frontier orbital gap   11.013 eV
LUMO energy   1.08 eV
M   79.530 u
HOMO   -0.365 Ha
SMILES   NCCCl
E_tot   -16183.3604 eV
Energy above the lowest of the compared OMol25 structures with the same formula, charge and spin   15.5 kcal/mol

Positions of all 10 atoms, in Å:
N 1.22059 -0.71826 -0.35255
C 0.37024 0.22571 0.37560
C -0.87750 0.68307 -0.39571
Cl -2.13177 -0.55113 0.02282
H 1.77950 -1.34381 0.31490
H 0.58986 -1.52586 -0.54058
H 1.01278 1.12038 0.66678
H 0.10765 -0.14517 1.38459
H -1.30148 1.58046 -0.02149
H -0.76987 0.67460 -1.45436


(10)
Entry from the Open Molecules 2025 dataset: an isolated ion of composition C2H6ClNO2P and charge -1 in a non-equilibrium geometry (the ωB97M-V functional and the def2-TZVPD basis).

Frontier orbital gap   8.380 eV
LUMO energy   3.87 eV
M   142.502 u
HOMO   -0.166 Ha
Charge   -1
SMILES   CN(C)[P@@](=O)([O-])Cl
E_tot   -29571.5826 eV
Energy above the lowest of the compared OMol25 structures with the same formula, charge and spin   1.4 kcal/mol

Positions of all 13 atoms, in Å:
C 1.43994 -0.32222 -0.08970
N 0.22344 0.19213 -0.64507
C -1.01502 -0.37518 -0.14011
P 0.27421 0.71680 -2.28986
O 1.63472 0.92149 -2.71268
O -0.80181 0.08371 -3.15846
Cl -0.40489 2.59936 -1.93402
H 2.01134 0.37592 0.59181
H 1.42819 -1.20542 0.48143
H 2.22423 -0.64623 -0.86693
H -1.81342 0.32406 -0.36329
H -1.13658 -1.14561 -0.85907
H -0.85930 -0.60707 0.97520